Entry 1:
{"formula": "C4H13N3", "method": "ωB97M-V/def2-TZVPD", "symbols": ["C", "C", "C", "C", "N", "N", "N", "H", "H", "H", "H", "H", "H", "H", "H", "H", "H", "H", "H", "H"], "positions_angstrom": [[-1.5341, -0.2806, 0.7105], [-0.7004, 0.6024, -0.1567], [0.5840, -0.2932, -0.2048], [1.7135, 0.2324, 0.3315], [2.9885, 0.3867, -0.3643], [0.6841, -1.1912, -1.2447], [-3.3003, 0.4470, 1.0050], [-1.3233, -0.3064, 1.7682], [-2.0199, -1.0687, 0.1534], [-1.0242, 0.7649, -1.1800], [-0.4479, 1.5264, 0.3570], [1.6659, 0.8393, 1.2170], [3.0003, -0.1123, -1.2653], [3.7618, -0.0309, 0.1651], [3.3114, 1.3309, -0.6096], [-0.1932, -1.5301, -1.6228], [1.2462, -2.0178, -1.0897], [-3.7641, 0.9580, 1.7548], [-3.0527, 1.1636, 0.3261], [-3.9855, -0.1933, 0.6026]], "e_lumo_ev": -7.881, "total_charge": 2, "gap_ev": 9.049, "mol_weight_g_mol": 103.17, "e_above_lowest_ev": 3.362, "spin_multiplicity": 1}



Entry 2:
{"formula": "C2H8N2S2", "method": "ωB97M-V/def2-TZVPD", "symbols": ["C", "C", "N", "N", "S", "S", "H", "H", "H", "H", "H", "H", "H", "H"], "positions_angstrom": [[-0.6936, -1.7975, -0.0647], [0.6687, 1.7807, -0.2518], [-0.9067, -0.4074, -0.2870], [0.8733, 0.3743, -0.3665], [-1.7877, 0.3594, 0.8876], [1.8514, -0.3116, 0.7723], [-0.3103, -2.2276, -0.9929], [0.0149, -2.0040, 0.7548], [-1.6441, -2.2711, 0.1930], [1.6426, 2.2685, -0.2912], [0.0673, 2.0983, -1.1071], [0.1663, 2.0854, 0.6760], [-2.2261, 1.3543, 0.1015], [2.2840, -1.3019, -0.0240]], "e_lumo_ev": 0.472, "total_charge": 0, "gap_ev": 8.595, "mol_weight_g_mol": 124.23, "e_above_lowest_ev": 3.492, "spin_multiplicity": 1}



Entry 3:
{"formula": "C18H54F6N2O13P", "method": "ωB97M-V/def2-TZVPD", "symbols": ["P", "F", "F", "F", "F", "F", "F", "C", "O", "C", "C", "N", "C", "C", "O", "C", "H", "H", "H", "H", "H", "H", "H", "H", "H", "H", "H", "H", "H", "H", "H", "C", "O", "C", "C", "N", "C", "C", "O", "C", "H", "H", "H", "H", "H", "H", "H", "H", "H", "H", "H", "H", "H", "H", "H", "C", "C", "O", "O", "H", "H", "H", "H", "H", "H", "C", "C", "O", "O", "H", "H", "H", "H", "H", "H", "C", "C", "O", "O", "H", "H", "H", "H", "H", "H", "O", "H", "H", "O", "H", "H", "O", "H", "H"], "positions_angstrom": [[-0.1027, 0.0703, -1.0958], [-0.4112, -1.4455, -1.5629], [-1.7304, 0.3036, -1.0329], [-0.0976, -0.5609, 0.4552], [-0.1388, 1.6243, -0.5042], [1.5698, -0.0559, -1.1706], [-0.3918, 0.5378, -2.6413], [2.3773, 2.9117, 1.8589], [3.6442, 3.2471, 2.1267], [3.7692, 4.1912, 3.2164], [5.2671, 4.4876, 3.4088], [6.1098, 3.3807, 3.8385], [7.4682, 3.7669, 3.5337], [8.0876, 4.9896, 4.3147], [7.7225, 6.2053, 3.6332], [8.3172, 7.4053, 4.1781], [2.3442, 2.3690, 0.9142], [1.7041, 3.7688, 1.8644], [1.9172, 2.3283, 2.6564], [3.3950, 3.7140, 4.1222], [3.2229, 5.1153, 3.0277], [5.3949, 5.2116, 4.2136], [5.6591, 5.0429, 2.5568], [5.9425, 2.6788, 3.1318], [7.4744, 3.9245, 2.4552], [8.0581, 2.8584, 3.6552], [9.1758, 5.0033, 4.2540], [7.8088, 5.0950, 5.3632], [7.8640, 7.6873, 5.1284], [8.1009, 8.2773, 3.5610], [9.3940, 7.3034, 4.3137], [-6.4197, -1.0973, -0.6353], [-5.5309, -2.2232, -0.5707], [-4.3184, -2.0607, 0.1348], [-3.3902, -3.2528, -0.1901], [-4.0203, -4.5314, 0.0359], [-3.5951, -5.6594, -0.8758], [-2.0429, -5.9598, -1.0273], [-1.8527, -7.2901, -1.4225], [-0.5881, -7.8534, -1.3651], [-7.4377, -1.3824, -0.9008], [-5.9784, -0.2551, -1.1682], [-6.5387, -0.8247, 0.4133], [-4.4690, -1.9838, 1.2116], [-3.9322, -1.0679, -0.0960], [-2.4091, -3.0631, 0.2453], [-3.0936, -3.2438, -1.2389], [-5.0053, -4.3117, 0.0759], [-4.0949, -5.6130, -1.8433], [-4.0469, -6.5234, -0.3884], [-1.6394, -5.8072, -0.0263], [-1.5752, -5.3178, -1.7738], [0.0653, -7.5161, -2.1697], [-0.8361, -8.8878, -1.6030], [-0.1481, -7.7006, -0.3797], [2.1531, -4.1257, -1.2337], [1.6532, -4.6556, 0.1092], [1.2017, -3.5731, 0.7974], [3.3739, -3.5653, -1.3264], [1.4225, -3.4442, -1.6694], [2.1808, -5.0092, -1.8715], [2.4155, -5.1621, 0.7012], [0.8206, -5.3590, 0.1033], [1.2195, -2.7831, 0.2523], [3.3281, -2.9207, -2.0363], [-6.5311, 2.6459, 1.0387], [-5.1916, 1.9772, 1.3902], [-4.4290, 1.5693, 0.2769], [-7.4726, 1.6568, 0.6491], [-6.3104, 3.4593, 0.3475], [-6.9503, 3.0973, 1.9379], [-5.4360, 1.1250, 2.0243], [-4.5235, 2.6020, 1.9829], [-3.6113, 1.1204, 0.5037], [-8.1061, 2.0696, 0.0576], [-0.6813, 0.2451, -5.7112], [-2.1647, 0.5290, -5.8901], [-2.9233, -0.5835, -6.1449], [-0.4138, -1.0285, -5.0505], [-0.1505, 1.0908, -5.2741], [-0.2115, 0.0650, -6.6782], [-2.3452, 1.3399, -6.5958], [-2.6013, 0.8353, -4.9395], [-2.6366, -1.2752, -5.5441], [-0.2424, -0.8136, -4.1307], [-2.2349, 3.2265, -0.4174], [-2.9005, 2.6453, -0.7854], [-1.4038, 2.7932, -0.6120], [2.9716, -1.0378, -3.1422], [3.7719, -1.1137, -2.6225], [2.4524, -0.3743, -2.6878], [-2.1118, 1.3859, 1.5297], [-1.3555, 1.0089, 1.0802], [-2.0444, 2.3265, 1.3653]], "e_lumo_ev": [3.417, 3.416], "total_charge": -2, "gap_ev": [1.017, 8.289], "s_squared": 0.7505, "mol_weight_g_mol": 651.59, "spin_multiplicity": 2}



Entry 4:
{"formula": "C31H40BrN5RhS3", "method": "ωB97M-V/def2-TZVPD", "symbols": ["Rh", "C", "C", "S", "C", "C", "S", "H", "H", "H", "H", "H", "H", "C", "C", "C", "C", "C", "C", "C", "N", "C", "N", "C", "C", "C", "C", "C", "C", "C", "N", "C", "C", "C", "C", "C", "C", "C", "H", "H", "H", "H", "H", "H", "H", "H", "H", "H", "H", "H", "H", "H", "H", "H", "H", "H", "H", "H", "H", "H", "C", "C", "N", "C", "S", "N", "C", "C", "H", "H", "H", "H", "H", "H", "H", "H", "H", "H", "H", "H", "Br"], "positions_angstrom": [[-0.1389, 0.4036, -0.2372], [-4.5056, -0.6272, -1.8165], [-3.0000, -0.5456, -1.6076], [-2.4425, -0.3207, 0.0148], [-2.1218, -0.6823, -2.6221], [-2.5412, -0.9763, -4.0448], [-0.4098, -0.5767, -2.3749], [-5.0145, -0.4529, -0.8702], [-4.8154, -1.6079, -2.1952], [-4.8465, 0.1278, -2.5302], [-3.6224, -1.0717, -4.1417], [-2.0826, -1.9101, -4.3838], [-2.1982, -0.1864, -4.7185], [0.8379, -0.3555, 6.8466], [1.7134, 0.7756, 6.3762], [2.4652, 1.5283, 7.2678], [3.2870, 2.5634, 6.8377], [3.3455, 2.8587, 5.4838], [2.5952, 2.1294, 4.5732], [1.7834, 1.0798, 5.0081], [1.0041, 0.3053, 4.1310], [1.0559, 0.3511, 2.7290], [2.2997, 0.2186, 2.2363], [2.7714, 0.0994, 0.9021], [1.9282, 0.1042, -0.2033], [2.5619, -0.0067, -1.4509], [3.9346, -0.1473, -1.5896], [4.7367, -0.1676, -0.4573], [4.1681, -0.0433, 0.7981], [5.0467, -0.0800, 2.0265], [-0.0128, 0.4668, 2.0335], [-1.2454, 0.6267, 2.7433], [-1.9704, -0.4898, 3.1423], [-3.1923, -0.3421, 3.7905], [-3.6993, 0.9245, 4.0281], [-2.9655, 2.0389, 3.6390], [-1.7273, 1.9160, 3.0169], [-0.9090, 3.1206, 2.6512], [1.0054, -0.5548, 7.9050], [1.0452, -1.2686, 6.2821], [-0.2255, -0.1244, 6.7157], [2.4107, 1.2875, 8.3255], [3.8672, 3.1323, 7.5538], [3.9685, 3.6724, 5.1296], [2.6237, 2.3878, 3.5217], [0.1006, 0.0279, 4.4773], [2.9855, 0.0398, 2.9451], [1.9618, 0.0088, -2.3516], [4.3789, -0.2357, -2.5761], [5.8141, -0.2758, -0.5423], [6.0916, -0.1734, 1.7329], [4.8128, -0.9381, 2.6688], [4.9535, 0.8276, 2.6324], [-1.5705, -1.4724, 2.9112], [-3.7520, -1.2218, 4.0868], [-4.6619, 1.0484, 4.5092], [-3.3614, 3.0331, 3.8215], [-1.4967, 4.0354, 2.7487], [-0.5510, 3.0479, 1.6249], [-0.0337, 3.2039, 3.3050], [3.0547, -5.1540, -0.3088], [2.3660, -5.3752, 1.0301], [0.9083, -5.4494, 0.9003], [0.1263, -4.3316, 0.8758], [0.5907, -2.8123, 1.3610], [-1.1288, -4.5118, 0.3816], [-1.8654, -5.7685, 0.4165], [-2.1813, -6.2444, 1.8315], [4.1348, -5.0504, -0.1738], [2.6823, -4.2313, -0.7618], [2.8685, -5.9866, -0.9942], [2.5774, -4.5396, 1.6883], [2.7087, -6.2929, 1.5108], [0.5828, -6.2009, 0.3123], [-1.6738, -3.6619, 0.4389], [-1.3063, -6.5373, -0.1198], [-2.7846, -5.6122, -0.1431], [-1.2600, -6.3627, 2.4054], [-2.7079, -7.2023, 1.8137], [-2.8081, -5.5104, 2.3436], [-0.2613, 2.7419, -0.9249]], "e_lumo_ev": 2.381, "total_charge": -1, "gap_ev": 5.831, "mol_weight_g_mol": 761.71, "e_above_lowest_ev": 1.835, "spin_multiplicity": 1}